ORCA calculation (the ωB97M-V functional and the def2-TZVPD basis) on a structure of composition C23H33FeN3P2S at a distorted geometry.

```
63
C23H33FeN3P2S | the Open Molecules 2025 dataset | the ωB97M-V functional and the def2-TZVPD basis
C -2.8300 -0.7196 2.4173
H 2.0682 3.0589 -0.2167
C -4.2876 -2.2453 -0.6726
C -2.9947 -0.7503 3.8318
H 1.7555 2.7340 3.1643
H 0.8343 2.5590 -2.0932
H -0.0942 -1.7205 0.5248
H -2.7168 0.3212 5.6866
H -1.6445 3.1431 1.2014
H 1.0394 1.1099 3.4224
H -2.0134 1.9588 -1.7514
H 5.6702 -2.1015 0.7355
H 5.0451 -0.0548 -0.9013
N 3.0335 -0.7353 -0.8751
C -1.9969 1.0230 -2.3284
C 4.9532 -2.1680 -1.2933
H -3.6612 -2.6338 1.9752
H 0.7432 -1.3136 -3.6992
C -1.8129 1.5138 2.6326
C -2.5814 0.3210 4.6049
H -5.1180 -2.4175 -2.6592
C -2.8888 -0.0481 -1.7257
H -4.8272 -3.0954 -0.2506
C -3.7766 -0.7594 -2.5216
H 0.5069 -0.2357 -1.1842
C -0.2682 -0.9054 -3.5717
H 3.2878 -2.7610 1.5879
C 4.8953 -2.6191 0.1514
P -0.2659 0.4392 -2.3578
C -2.7635 -0.3786 -0.3616
H 2.4811 1.2764 2.3659
C 1.1672 3.4134 0.3021
C -2.2142 0.4147 1.8427
C -3.4433 -1.4866 0.1893
H 1.4171 4.2323 0.9886
H -0.7758 3.4141 2.7624
P 0.4991 2.0202 1.2368
N -1.8827 0.2909 0.4908
H 0.4271 3.7593 -0.4320
H 2.4734 0.0942 -1.0767
C -4.4453 -1.8762 -1.9994
H 1.9161 1.3521 -2.7984
H -3.4747 -1.6259 4.2769
H 4.3290 -0.4679 -2.4745
C 1.5509 1.7587 2.6966
C -2.0269 1.4657 4.0058
S 1.1103 -1.2597 1.1046
C -1.0568 2.6674 2.0041
C 2.6798 -1.4609 0.1995
H 4.3821 -2.8609 -1.9182
C 4.3971 -0.7696 -1.4285
H 0.6632 2.1204 -3.8199
H 5.0566 -3.6953 0.2642
H 5.9933 -2.1897 -1.6377
H -0.6507 -0.5807 -4.5530
H -3.9140 -0.4421 -3.5569
Fe -0.2136 0.3958 0.0276
H -2.2886 1.2330 -3.3684
H -0.9160 -1.7177 -3.2205
N 3.5616 -2.3286 0.7088
H -1.7286 2.3242 4.6105
C -3.2535 -1.7274 1.5501
C 0.8889 1.7376 -2.8159
```

Results
- lowest unoccupied orbital energy (alpha / beta) (eV) = -2.13 / -3.00
- net charge = +1
- 2S+1 = 6
- ⟨S²⟩ = 8.86
- energy (Eh) = -3404.738088
- Kohn-Sham gap (alpha / beta) (eV) = 5.7 / 7.0